The following is a DFT calculation (ωB97M-V/def2-TZVPD) of a molecular structure, C35H32ClIrN2OSSi at a distorted geometry.

Geometry as XYZ:
```
74
Properties=species:S:1:pos:R:3:nbo_charge:R:1
Ir -0.07884 0.48710 0.41708 1.1938
C -3.31454 1.65145 -0.90449 -1.1077
Si -3.18766 0.28530 0.43102 1.7690
C -2.93027 0.85384 2.23501 -1.1201
C -4.90905 -0.55110 0.42840 -1.1163
N -1.73012 -0.59423 -0.01430 -0.9753
C -1.63764 -1.76914 -0.68232 0.0703
C -2.68586 -2.70892 -0.69358 -0.1885
C -2.61077 -3.87919 -1.41178 -0.2285
C -1.48618 -4.16951 -2.17069 -0.2238
C -0.41755 -3.29184 -2.15820 -0.2628
C -0.46843 -2.12824 -1.41031 0.3196
O 0.59737 -1.25710 -1.44308 -0.5514
C 1.86643 -1.81179 -1.38991 0.3708
C 2.84712 -1.30938 -2.23485 -0.2883
C 4.15138 -1.75505 -2.11494 -0.1921
C 4.47864 -2.71771 -1.17571 -0.2313
C 3.48982 -3.24045 -0.36027 -0.1996
C 2.18782 -2.78996 -0.45583 -0.2875
H -3.92898 2.47479 -0.55857 0.2373
H -3.76482 1.25212 -1.80968 0.2358
H -2.33993 2.05079 -1.16888 0.2343
H -3.40439 1.81493 2.39068 0.2487
H -1.88050 0.96168 2.49501 0.2363
H -3.37025 0.14948 2.93463 0.2381
H -5.63414 0.20776 0.71320 0.2452
H -4.99315 -1.36115 1.14719 0.2301
H -5.21013 -0.93696 -0.54107 0.2374
H -3.54830 -2.51547 -0.08292 0.2093
H -3.43204 -4.57817 -1.37326 0.2132
H -1.43643 -5.07162 -2.75870 0.2149
H 0.48421 -3.50402 -2.71740 0.2256
H 2.58950 -0.55520 -2.96144 0.2316
H 4.91735 -1.33302 -2.74784 0.2172
H 5.49812 -3.06006 -1.07801 0.2153
H 3.73908 -3.98795 0.37564 0.2178
H 1.42559 -3.17369 0.20382 0.2355
S 4.37104 0.43648 1.25357 0.4062
C 4.13845 1.32802 -0.24124 -0.1234
C 5.07101 2.02204 -0.97748 -0.2381
C 4.65938 2.65868 -2.14293 -0.2133
C 3.34384 2.56292 -2.57797 -0.2079
C 2.40052 1.87453 -1.84296 -0.2184
C 2.78776 1.27576 -0.63987 0.0973
N 1.99004 0.60613 0.21468 -0.5675
C 2.65453 0.07521 1.27556 0.1367
C 1.91922 -0.67136 2.20976 -0.2453
C 2.46322 -1.36548 3.30809 -0.1557
C 1.63673 -2.06982 4.15031 -0.2490
C 0.27176 -2.15994 3.90101 -0.1690
C -0.27764 -1.50926 2.79434 -0.2757
C 0.50786 -0.71400 1.99824 -0.2350
H 6.09361 2.07924 -0.64295 0.2222
H 5.37453 3.22809 -2.71642 0.2194
H 3.05652 3.03496 -3.50605 0.2203
H 1.38038 1.76231 -2.18326 0.2340
H 3.52747 -1.30697 3.48057 0.2072
H 2.05026 -2.56468 5.01440 0.2145
H -0.37587 -2.70033 4.57386 0.2107
H -1.33323 -1.60834 2.58909 0.2108
Cl -4.42632 5.82814 2.93519 -0.0072
C -3.06352 4.93528 2.35619 -0.0658
C -2.24576 4.26295 3.25689 -0.2332
C -1.15933 3.56061 2.79339 -0.2223
C -0.84393 3.51785 1.41746 0.0334
C 0.30193 2.81496 0.94640 -0.6914
C -1.69593 4.21465 0.53609 -0.2239
C -2.78847 4.91002 0.99436 -0.2339
H -2.46175 4.29552 4.31370 0.2252
H -0.52955 3.02947 3.49318 0.2123
H 1.07681 2.67863 1.69479 0.2051
H 0.69500 3.16336 -0.00541 0.2124
H -1.47367 4.22091 -0.52175 0.2098
H -3.42605 5.43901 0.30358 0.2245
```

Output
* E_HOMO (spin up / spin down): -5.8 / -7.4 eV
* lowest unoccupied orbital energy (spin up / spin down): -0.56 / -1.33 eV
* electronic energy: -75914.2405 eV
* Kohn-Sham gap (spin up / spin down): 5.22 / 6.10 eV
* multiplicity: 5
* total charge: 0
* <S²>: 6.033